115
Properties=species:S:1:pos:R:3 method="wB97M-V/def2-TZVPD" spin_multiplicity=1 total_charge=-2 de_lowest_kj_mol=105.54 homo_lumo_gap_ev=2.61
C -6.221 -1.195 -0.793
C -5.497 -0.896 0.532
C -4.603 0.375 0.350
C -5.351 1.714 0.547
C -6.036 1.708 1.899
C -7.002 0.516 2.048
N -6.299 -0.697 1.711
O -6.994 -1.863 2.062
C -8.250 0.828 1.173
C -7.412 0.517 3.504
C -4.428 -1.958 0.773
H -5.494 -1.200 -1.609
H -6.891 -0.386 -1.108
H -6.787 -2.121 -0.738
H -4.420 0.459 -0.738
H -3.567 0.348 0.689
H -6.047 1.822 -0.288
H -4.613 2.521 0.509
H -6.632 2.622 1.991
H -5.250 1.637 2.655
H -8.428 1.897 1.010
H -9.175 0.555 1.696
H -8.206 0.256 0.250
H -6.568 0.270 4.162
H -8.148 -0.213 3.852
H -7.783 1.494 3.838
H -3.648 -2.008 0.003
H -4.849 -2.962 0.876
H -3.876 -1.754 1.694
C 2.067 1.739 1.591
C 2.644 0.757 0.588
C 3.146 -0.481 1.362
C 2.085 -1.506 1.650
C 1.428 -1.910 0.351
C 0.736 -0.729 -0.348
N 1.695 0.377 -0.459
O 1.252 1.453 -1.232
C -0.539 -0.344 0.393
C 0.385 -1.280 -1.737
C 3.930 1.268 -0.063
H 1.490 2.586 1.212
H 2.816 2.304 2.166
H 1.487 1.145 2.297
H 3.631 -0.155 2.292
H 4.014 -0.947 0.885
H 1.294 -1.099 2.299
H 2.495 -2.390 2.145
H 0.756 -2.745 0.575
H 2.129 -2.376 -0.344
H -1.034 -1.150 0.948
H -1.302 0.068 -0.262
H -0.227 0.311 1.210
H 0.121 -0.489 -2.444
H -0.532 -1.883 -1.710
H 1.133 -1.905 -2.226
H 4.517 0.592 -0.671
H 4.608 1.623 0.729
H 3.825 2.233 -0.575
O 1.317 4.379 -1.659
H 1.414 4.787 -0.783
H 1.372 3.412 -1.473
O -0.785 3.038 -3.304
H -0.456 2.205 -2.938
H -0.243 3.706 -2.851
O 2.456 0.725 4.688
H 2.355 1.671 4.543
H 1.882 0.321 4.030
O 5.138 -1.709 -1.954
H 4.325 -1.217 -2.204
H 5.710 -1.031 -1.581
O 4.447 4.971 -0.123
H 5.124 4.276 -0.229
H 4.587 5.558 -0.874
O 6.883 -3.183 -0.360
H 6.184 -2.713 -0.860
H 7.088 -3.954 -0.896
O -1.235 3.188 0.337
H -1.801 2.479 0.663
H -0.434 2.728 0.013
O -3.788 -2.732 -3.043
H -3.180 -3.015 -2.352
H -3.605 -1.779 -3.151
O 2.952 -0.256 -3.118
H 2.105 -0.374 -3.568
H 2.698 0.255 -2.305
O 0.948 -4.437 2.796
H 0.404 -4.974 3.386
H 0.708 -3.521 3.004
O 2.587 -4.529 -1.599
H 3.297 -4.025 -2.020
H 1.774 -4.168 -1.976
O 6.458 2.796 -0.347
H 6.292 1.935 -0.765
H 7.390 2.982 -0.521
O 3.244 -5.151 1.291
H 2.441 -4.756 1.673
H 3.211 -4.913 0.351
O -2.549 -0.208 -2.772
H -3.147 0.550 -2.813
H -2.001 -0.041 -1.994
O 0.922 -0.044 -5.380
H -0.031 0.070 -5.268
H 1.219 0.770 -5.803
O 5.695 0.942 -3.066
H 5.813 1.899 -3.048
H 4.824 0.798 -3.482
O -1.014 -4.770 0.697
H -0.208 -4.508 1.178
H -0.851 -5.680 0.427
O 1.740 5.642 0.800
H 1.660 5.691 1.757
H 2.684 5.459 0.630
O 7.653 0.869 1.987
H 7.434 0.459 1.142
H 7.321 1.772 1.913


12
Properties=species:S:1:pos:R:3 method="wB97M-V/def2-TZVPD" spin_multiplicity=1 de_lowest_kj_mol=316.23 homo_lumo_gap_ev=8.26
C -0.295 -0.829 -1.631
O -2.363 -0.169 0.219
Si 1.563 0.836 1.592
Si -1.013 -1.204 0.087
Cl 0.122 0.354 2.897
H -1.168 -0.478 -2.485
H 0.367 0.021 -1.479
H 0.119 -1.696 -2.169
H -2.744 -0.046 -0.634
H 0.742 1.222 0.428
H 2.605 -0.125 1.076
H 2.065 2.112 2.099


105
Properties=species:S:1:pos:R:3 method="wB97M-V/def2-TZVPD" spin_multiplicity=1 total_charge=-2 homo_lumo_gap_ev=5.28
Na -0.556 0.337 -0.610
C 3.905 3.302 -1.336
C 2.970 2.182 -1.656
C 2.780 1.560 -2.867
C 1.797 0.572 -2.628
N 1.451 0.605 -1.345
N 2.159 1.579 -0.755
B 1.998 1.927 0.734
N 0.600 2.536 1.054
N -0.557 1.873 0.923
C -1.544 2.725 1.189
C -0.999 3.979 1.523
C 0.364 3.819 1.412
C 1.411 4.857 1.645
C -2.967 2.376 1.114
C -3.914 3.176 1.756
C -5.268 2.908 1.644
C -5.707 1.848 0.863
C -4.774 1.036 0.236
C -3.420 1.274 0.382
N 2.325 0.628 1.499
N 1.704 -0.525 1.255
C 2.347 -1.469 1.928
C 3.405 -0.893 2.667
C 3.367 0.445 2.349
C 4.305 1.511 2.815
C 1.982 -2.878 1.805
C 1.074 -3.280 0.823
C 0.776 -4.623 0.655
C 1.361 -5.589 1.463
C 2.246 -5.194 2.458
C 2.555 -3.853 2.626
C 1.190 -0.336 -3.600
C -0.162 -0.916 -3.287
C -0.825 -1.759 -4.411
C -0.082 -1.859 -5.699
C 1.154 -1.374 -5.827
C 1.796 -0.605 -4.769
H 4.489 3.543 -2.224
H 4.586 3.032 -0.528
H 3.351 4.192 -1.034
H 3.246 1.819 -3.804
H 2.810 2.742 1.050
H -1.527 4.887 1.759
H 0.930 5.772 1.987
H 1.949 5.070 0.720
H 2.134 4.536 2.397
H -3.586 4.015 2.357
H -5.987 3.534 2.160
H -6.767 1.655 0.751
H -5.097 0.208 -0.384
H -2.704 0.613 -0.083
H 4.127 -1.369 3.311
H 5.040 1.065 3.485
H 3.783 2.306 3.352
H 4.831 1.968 1.975
H 0.604 -2.535 0.182
H 0.073 -4.913 -0.118
H 1.137 -6.640 1.321
H 2.705 -5.936 3.104
H 3.247 -3.561 3.407
H -0.807 -0.121 -2.920
H -1.868 -1.479 -4.583
H -0.561 -2.408 -6.504
H 1.693 -1.493 -6.761
H 2.786 -0.217 -4.975
C -2.002 -2.950 3.444
P -1.572 -1.296 2.715
C -3.124 -0.450 3.303
C -0.499 -0.666 4.068
C 0.168 -1.482 4.980
C 1.055 -0.941 5.900
C 1.311 0.420 5.914
C 0.654 1.245 5.009
C -0.241 0.707 4.101
H -1.161 -3.633 3.350
H -2.829 -3.355 2.858
H -2.306 -2.867 4.490
H -3.302 -0.649 4.362
H -3.962 -0.825 2.712
H -3.049 0.623 3.139
H 0.010 -2.552 4.968
H 1.567 -1.593 6.600
H 2.022 0.840 6.616
H 0.851 2.311 4.998
H -0.737 1.348 3.384
F -1.583 4.296 -4.374
C -1.310 3.058 -3.902
F -2.306 2.259 -4.335
F -0.186 2.652 -4.519
S -1.185 2.988 -2.021
O 0.161 3.424 -1.765
O -2.233 3.892 -1.620
O -1.459 1.577 -1.830
Br -2.523 -5.166 -4.488
C -1.957 -3.751 -3.205
C -2.686 -3.525 -2.124
C -2.216 -2.573 -1.099
C -1.025 -1.939 -1.106
C -0.175 -2.141 -2.326
C -0.715 -3.039 -3.530
H -3.610 -4.064 -1.941
H -2.888 -2.477 -0.242
H 0.833 -2.447 -2.026
H 0.051 -3.712 -3.925


51
Properties=species:S:1:pos:R:3 method="wB97M-V/def2-TZVPD" spin_multiplicity=1 de_lowest_kj_mol=85.44 homo_lumo_gap_ev=8.64
O 2.461 1.107 -0.536
C 2.478 0.587 0.569
N 3.618 0.371 1.247
C 3.768 -0.314 2.512
H 2.804 -0.579 2.939
C 4.613 -1.578 2.293
O 5.859 -1.264 1.722
C 5.703 -0.614 0.480
H 6.709 -0.402 0.117
C 4.898 0.679 0.635
H 4.711 1.141 -0.335
H 5.441 1.377 1.281
H 5.190 -1.280 -0.231
H 4.826 -2.067 3.245
H 4.062 -2.274 1.641
H 4.296 0.351 3.205
C 1.175 0.180 1.247
N 0.106 0.504 0.347
C -1.089 -0.112 0.390
N -1.980 0.149 -0.595
C -3.283 -0.480 -0.528
C -3.234 -1.944 -0.890
C -3.895 -2.899 -0.129
C -3.817 -4.230 -0.501
C -3.072 -4.557 -1.624
N -2.434 -3.659 -2.354
C -2.514 -2.392 -1.993
H -1.968 -1.699 -2.621
H -2.976 -5.582 -1.956
H -4.315 -4.996 0.073
H -4.451 -2.602 0.749
H -3.958 0.048 -1.208
H -3.668 -0.383 0.493
C -1.639 1.007 -1.713
C -1.420 2.443 -1.291
C -2.343 3.069 -0.463
C -2.150 4.379 -0.064
C -1.033 5.078 -0.492
C -0.110 4.461 -1.318
C -0.301 3.148 -1.714
H 0.430 2.671 -2.351
H 0.765 4.998 -1.651
H -0.883 6.101 -0.179
H -2.872 4.855 0.583
H -3.212 2.525 -0.123
H -0.744 0.628 -2.224
H -2.466 0.964 -2.428
S -1.453 -1.132 1.651
H 0.416 1.038 -0.458
H 1.056 0.723 2.194
H 1.154 -0.895 1.467


72
Properties=species:S:1:pos:R:3 method="wB97M-V/def2-TZVPD" spin_multiplicity=1 total_charge=-1 de_lowest_kj_mol=130.61 homo_lumo_gap_ev=8.60
B -0.255 0.119 0.037
F 0.628 -0.971 -0.145
F -0.600 0.245 1.379
F 0.404 1.258 -0.411
F -1.422 -0.076 -0.685
O 3.364 2.439 1.544
H 2.909 2.922 2.243
H 2.677 1.897 1.141
C 0.193 -0.358 -4.450
O 0.203 -0.237 -5.685
N -0.802 -0.923 -3.744
N 1.226 0.129 -3.734
H -0.801 -0.900 -2.739
H -1.552 -1.484 -4.101
H 1.372 0.218 -2.745
H 1.678 0.783 -4.362
C 1.430 4.781 -1.540
O 0.313 5.245 -1.316
N 2.549 5.544 -1.730
N 1.706 3.462 -1.380
H 2.489 6.511 -1.478
H 3.327 5.011 -2.067
H 2.607 3.067 -1.187
H 0.903 2.873 -1.253
C -2.313 2.804 -2.885
O -2.700 3.856 -3.422
N -1.447 2.820 -1.862
N -2.740 1.574 -3.253
H -1.071 3.741 -1.630
H -1.103 1.967 -1.448
H -3.181 1.535 -4.156
H -2.423 0.753 -2.779
C -4.215 -0.265 2.087
O -3.840 -0.058 3.235
N -3.494 0.228 1.044
N -5.384 -0.853 1.669
H -2.499 0.281 1.230
H -3.810 0.233 0.095
H -6.020 -1.136 2.396
H -5.745 -0.704 0.750
C -1.357 3.313 2.464
O -1.907 4.423 2.490
N -0.349 3.144 1.571
N -1.622 2.283 3.309
H -0.015 3.951 1.077
H 0.043 2.241 1.363
H -2.460 2.388 3.849
H -1.175 1.402 3.145
C -0.470 -2.508 3.800
O -1.653 -2.277 4.051
N 0.249 -2.118 2.728
N 0.181 -3.400 4.628
H -0.224 -1.476 2.097
H 0.933 -2.742 2.335
H -0.321 -4.060 5.184
H 1.125 -3.567 4.314
C 0.661 -4.642 0.055
O 1.741 -4.412 0.624
N -0.139 -3.640 -0.420
N 0.087 -5.854 -0.005
H -0.891 -3.898 -1.028
H 0.267 -2.714 -0.348
H -0.720 -6.046 -0.566
H 0.541 -6.635 0.435
C 4.622 -2.234 -0.094
O 5.150 -1.199 -0.520
N 3.475 -2.237 0.637
N 5.094 -3.479 -0.355
H 3.082 -3.153 0.820
H 2.878 -1.442 0.522
H 4.767 -4.246 0.198
H 5.848 -3.497 -1.019


17
Properties=species:S:1:pos:R:3 method="wB97M-V/def2-TZVPD" spin_multiplicity=1 de_lowest_kj_mol=429.21 homo_lumo_gap_ev="8.20 / 7.59"
C -2.693 -0.110 0.215
C -1.943 -1.259 -0.156
C -1.867 0.984 0.235
C -0.690 -0.792 -0.359
C 0.678 1.136 -0.281
C 1.580 -0.041 -0.608
C 2.388 -0.714 0.432
N -0.628 0.549 -0.115
H -3.744 -0.118 0.433
H -2.310 -2.260 -0.252
H -2.078 2.009 0.469
H 0.990 1.646 0.639
H 0.664 1.872 -1.095
H 1.825 -0.215 -1.642
H 2.036 -0.464 1.429
H 3.442 -0.424 0.346
H 2.350 -1.797 0.309


13
Properties=species:S:1:pos:R:3 method="wB97M-V/def2-TZVPD" spin_multiplicity=1 de_lowest_kj_mol=255.34 homo_lumo_gap_ev=10.56
O 0.242 -2.164 -0.989
C -1.073 -1.644 -1.050
C -1.096 -0.292 -0.509
C -0.759 0.791 -0.107
C 0.036 1.654 0.748
C 1.413 1.018 0.937
O 1.796 -0.010 0.433
H 0.831 -1.477 -0.630
H -1.746 -2.313 -0.500
H -1.456 -1.548 -2.077
H -0.435 1.714 1.741
H 0.173 2.681 0.388
H 2.074 1.589 1.615


71
Properties=species:S:1:pos:R:3 method="wB97M-V/def2-TZVPD" spin_multiplicity=5 total_charge=+2 de_lowest_kj_mol=31.38 homo_lumo_gap_ev="8.09 / 5.34"
Pt -0.255 0.065 -2.392
C -0.689 3.069 2.871
O -1.654 2.551 3.770
C -1.982 1.246 3.842
C -2.935 0.972 4.838
C -3.408 -0.300 5.056
C -2.945 -1.368 4.286
C -2.006 -1.118 3.312
C -1.520 0.174 3.065
N -0.539 0.296 2.022
C -0.809 0.321 0.697
N -2.158 0.513 0.422
C -2.855 0.484 -0.760
C -2.272 0.213 -2.013
C -3.087 0.259 -3.133
C -4.444 0.659 -3.091
C -5.028 0.930 -1.894
C -4.285 0.790 -0.695
O -5.008 1.002 0.385
C -4.792 0.536 1.731
N 0.102 0.211 -0.230
C 1.418 -0.159 0.204
C 1.583 -1.464 0.683
C 2.814 -1.948 1.069
C 3.929 -1.120 0.957
C 3.790 0.162 0.475
C 2.542 0.679 0.099
O 2.612 1.956 -0.351
C 1.487 2.819 -0.483
H -0.626 4.129 3.103
H -1.015 2.951 1.835
H 0.289 2.609 3.019
H -3.275 1.806 5.436
H -4.134 -0.468 5.839
H -3.298 -2.373 4.463
H -1.609 -1.926 2.710
H 0.431 0.141 2.258
H -2.683 0.647 1.278
H -2.664 -0.006 -4.094
H -5.007 0.727 -4.010
H -6.068 1.204 -1.794
H -5.785 0.504 2.168
H -4.184 1.253 2.282
H -4.356 -0.463 1.721
H 0.707 -2.098 0.736
H 2.903 -2.950 1.462
H 4.904 -1.469 1.265
H 4.639 0.828 0.405
H 1.910 3.814 -0.596
H 0.873 2.791 0.417
H 0.892 2.576 -1.365
C 2.894 -4.316 -1.668
N 3.533 -3.020 -1.862
C 4.852 -2.750 -1.621
C 5.057 -1.448 -1.943
N 3.863 -0.947 -2.382
C 3.668 0.424 -2.847
C 2.929 -1.912 -2.327
Se 1.163 -1.891 -2.969
H 3.647 -5.004 -1.293
H 2.505 -4.681 -2.616
H 2.088 -4.214 -0.943
H 5.531 -3.497 -1.254
H 5.948 -0.850 -1.908
H 4.594 0.754 -3.309
H 3.410 1.066 -2.005
H 2.863 0.435 -3.576
O -0.485 0.344 -4.943
C 0.239 1.305 -4.733
O 0.664 1.578 -3.543
H 0.584 1.968 -5.537